# 1
# C34H43BaN10S

A structure of composition C34H43BaN10S (the ωB97M-V functional and the def2-TZVPD basis, the Open Molecules 2025 dataset).

The LUMO energy is -2.54 eV. For the energy above the lowest of the compared OMol25 structures with the same formula, charge and spin, the calculation gives 22.2 kJ/mol. As for the calculated total energy: -2292.4644 hartree. The value obtained for the gap between HOMO and LUMO is 0.2698 hartree.

Geometry as ORCA input:
```
! wB97M-V def2-TZVPD RIJCOSX def2/J DEFGRID3
* xyz 1 1
Ba -0.423 -0.499 -0.439
C 2.880 -2.149 -1.187
C 2.880 -1.398 0.139
N 1.730 -1.760 0.985
C 1.771 -3.150 1.463
C 0.438 -3.882 1.392
S -0.450 -3.837 -0.192
C 0.782 -4.377 -1.413
C 1.132 -3.318 -2.457
N 1.597 -2.046 -1.900
H 3.701 -1.761 -1.797
H 3.118 -3.200 -1.020
H 3.836 -1.581 0.646
H 2.817 -0.324 -0.038
H 1.738 -1.134 1.783
H 2.513 -3.700 0.883
H 2.119 -3.200 2.500
H 0.583 -4.920 1.693
H -0.276 -3.440 2.088
H 1.664 -4.722 -0.876
H 0.375 -5.249 -1.925
H 1.872 -3.764 -3.136
H 0.243 -3.113 -3.062
H 1.741 -1.404 -2.689
C -3.705 2.310 2.070
C -2.905 3.321 2.584
C -1.644 3.516 2.056
C -1.184 2.696 1.019
N -1.944 1.683 0.565
C -3.171 1.522 1.072
C 0.151 2.910 0.394
C 0.619 4.224 0.304
C 1.843 4.498 -0.282
C 2.601 3.447 -0.772
C 2.116 2.147 -0.668
C 0.883 1.803 -0.092
H -4.694 2.111 2.454
H -3.262 3.948 3.391
H -0.998 4.289 2.448
H -3.751 0.697 0.668
H 0.013 5.050 0.660
H 2.194 5.518 -0.362
H 3.564 3.640 -1.232
H 2.758 1.366 -1.076
C 1.473 0.979 -4.415
N 2.312 -0.206 -4.139
C 2.421 -0.980 -5.392
N 2.980 -0.193 -6.484
C 2.123 0.978 -6.693
N 2.015 1.803 -5.487
C 3.362 2.233 -5.101
N 4.251 1.092 -4.858
C 3.668 0.279 -3.800
C 4.307 0.282 -6.079
H 1.400 1.576 -3.502
H 0.474 0.640 -4.702
H 1.426 -1.329 -5.677
H 3.059 -1.849 -5.213
H 1.126 0.642 -6.986
H 2.538 1.581 -7.501
H 3.296 2.835 -4.192
H 3.782 2.847 -5.899
H 3.608 0.873 -2.886
H 4.314 -0.584 -3.623
H 4.958 -0.578 -5.908
H 4.729 0.883 -6.885
C -3.532 -2.557 3.120
C -2.795 -2.342 1.968
N -1.901 -1.356 1.853
C -1.739 -0.545 2.902
C -2.454 -0.650 4.087
C -3.358 -1.703 4.193
C -2.198 0.320 5.168
C -3.079 0.914 5.972
C -4.553 0.821 5.940
C -5.285 1.032 7.102
C -6.663 0.937 7.009
N -7.281 0.672 5.863
C -6.493 0.508 4.807
N -5.167 0.566 4.779
H -4.230 -3.381 3.168
H -2.915 -2.992 1.108
H -1.020 0.263 2.785
H -3.916 -1.849 5.108
H -1.152 0.572 5.317
H -2.685 1.558 6.750
H -4.798 1.257 8.041
H -7.293 1.080 7.880
H -6.986 0.303 3.863
*
```

Löwdin population analysis, charges in e, atoms 1 to 6: 1.6786, -0.1974, -0.2086, -0.1668, -0.2560, -0.4470

=====

# 2
# C34H43BrF8N2O26PS2

A cluster of 9 separate species, C34H43BrF8N2O26PS2 in total (the ωB97M-V functional and the def2-TZVPD basis, the Open Molecules 2025 dataset).

The LUMO energy is -4.52 eV. As for the calculated total energy: -7897.5556 hartree. The value obtained for the gap between HOMO and LUMO is 0.2758 hartree.

Geometry as ORCA input:
```
! wB97M-V def2-TZVPD RIJCOSX def2/J DEFGRID3
* xyz 1 1
C 4.487 1.814 3.543
C 3.549 2.241 2.400
C 4.303 2.115 1.072
C 2.309 1.339 2.485
C 1.011 1.802 1.844
S 1.033 1.706 -0.031
C -0.241 0.971 2.252
C -0.201 -0.509 1.882
C -1.305 1.864 1.706
C -2.664 1.472 1.169
O -3.645 1.536 2.182
N -4.019 2.943 2.541
O -4.578 3.453 1.681
N -0.907 3.095 1.758
C 0.511 3.228 2.200
Br 0.527 3.564 4.083
P 1.349 4.666 1.262
S 1.980 6.159 2.295
H 4.048 2.055 4.514
H 4.699 0.744 3.490
H 5.431 2.356 3.472
H 3.304 3.293 2.596
H 3.752 2.532 0.227
H 4.516 1.071 0.856
H 5.241 2.667 1.140
H 2.098 1.111 3.535
H 2.567 0.382 2.020
H 1.403 0.417 -0.101
H -0.367 1.055 3.345
H -0.885 -0.767 1.077
H -0.422 -1.132 2.748
H 0.795 -0.798 1.554
H -2.907 2.096 0.299
H -2.620 0.441 0.823
H -1.459 3.894 1.473
H 2.310 3.976 0.524
H 0.369 4.977 0.303
C -1.096 -4.980 4.050
C -0.867 -4.578 2.608
O 0.332 -3.832 2.685
C 1.028 -4.269 3.785
O 2.161 -4.007 3.996
O 0.240 -5.033 4.560
F -1.890 -3.784 2.165
H -1.652 -4.219 4.590
H -1.588 -5.941 4.171
H -0.727 -5.399 1.904
C -4.312 -3.618 0.142
C -4.513 -2.868 -1.158
O -4.662 -3.909 -2.091
C -5.173 -5.000 -1.431
O -5.636 -5.946 -1.956
O -5.072 -4.806 -0.093
F -3.419 -2.123 -1.476
H -3.267 -3.880 0.295
H -4.689 -3.090 1.013
H -5.395 -2.227 -1.197
C -0.531 -1.680 8.390
C -0.769 -1.085 7.016
O -1.083 -2.228 6.243
C -1.606 -3.175 7.083
O -2.173 -4.145 6.710
O -1.390 -2.827 8.362
F 0.328 -0.484 6.493
H 0.506 -2.001 8.498
H -0.807 -1.026 9.211
H -1.603 -0.382 6.967
C 8.010 -2.335 -1.094
C 6.943 -1.679 -1.950
O 6.217 -0.923 -0.997
C 7.053 -0.632 0.041
O 6.818 0.168 0.881
O 8.172 -1.377 -0.041
F 6.112 -2.576 -2.533
H 7.643 -3.274 -0.678
H 8.952 -2.496 -1.607
H 7.326 -1.006 -2.719
C 0.941 -1.864 -4.099
C 0.390 -3.190 -3.615
O 0.838 -3.219 -2.259
C 1.007 -1.950 -1.846
O 1.190 -1.622 -0.715
O 0.958 -1.095 -2.883
F 0.913 -4.244 -4.271
H 1.961 -1.979 -4.465
H 0.322 -1.380 -4.845
H -0.698 -3.263 -3.632
C 3.647 8.679 0.334
C 4.740 9.518 0.963
O 5.876 9.141 0.210
C 5.459 8.727 -1.020
O 6.160 8.559 -1.954
O 4.115 8.540 -1.011
F 4.940 9.207 2.267
H 3.589 7.696 0.800
H 2.666 9.148 0.348
H 4.598 10.596 0.879
C -6.165 0.320 -3.163
C -6.741 0.043 -4.541
O -5.572 -0.245 -5.293
C -4.625 -0.715 -4.451
O -3.624 -1.253 -4.786
O -4.978 -0.487 -3.162
F -7.360 1.119 -5.064
H -5.891 1.371 -3.066
H -6.823 0.031 -2.348
H -7.413 -0.815 -4.592
C -4.117 -2.216 -8.033
C -5.328 -2.116 -8.937
O -4.787 -1.534 -10.104
C -3.461 -1.856 -10.168
O -2.776 -1.719 -11.119
O -3.054 -2.362 -8.977
F -6.288 -1.302 -8.429
H -3.979 -1.294 -7.467
H -4.140 -3.061 -7.352
H -5.787 -3.072 -9.195
*
```

Löwdin population analysis, charges in e, atoms 1 to 6: -0.0560, -0.4225, -0.0781, -0.1834, -0.6684, 0.8916

=====

# 3
# C34H43N3O8SY

A structure of composition C34H43N3O8SY (the ωB97M-V functional and the def2-TZVPD basis, the Open Molecules 2025 dataset).

The LUMO energy is 1.50 eV. As for the calculated total energy: -2524.3737 hartree. The value obtained for the gap between HOMO and LUMO is 0.2602 hartree.

Geometry as ORCA input:
```
! wB97M-V def2-TZVPD RIJCOSX def2/J DEFGRID3
* xyz -1 1
Y 0.023 0.294 -0.294
C -0.643 0.908 -3.012
C -0.390 2.263 -2.719
C 0.960 2.333 -2.223
C 1.460 1.007 -2.232
C 0.473 0.124 -2.719
C 0.672 -1.347 -3.076
C -0.456 -2.228 -2.526
C 0.702 -1.486 -4.601
C 2.002 -1.852 -2.518
C 1.865 3.521 -1.850
C 1.911 4.541 -2.996
C 3.309 3.034 -1.660
C 1.451 4.256 -0.541
C -1.478 3.316 -2.953
C -1.368 3.897 -4.371
C -1.448 4.451 -1.928
C -2.866 2.663 -2.852
H -1.578 0.514 -3.382
H 2.490 0.723 -2.083
H -1.438 -1.862 -2.826
H -0.483 -2.295 -1.432
H -0.339 -3.256 -2.881
H -0.259 -1.198 -5.032
H 0.914 -2.519 -4.899
H 1.469 -0.834 -5.025
H 2.095 -1.724 -1.432
H 2.851 -1.335 -2.968
H 2.110 -2.922 -2.709
H 2.121 4.048 -3.949
H 2.705 5.269 -2.803
H 0.981 5.096 -3.100
H 3.699 2.565 -2.566
H 3.402 2.317 -0.841
H 3.939 3.892 -1.417
H 1.148 5.287 -0.730
H 2.291 4.312 0.155
H 0.619 3.776 -0.024
H -0.422 4.408 -4.543
H -2.179 4.611 -4.553
H -1.453 3.099 -5.113
H -0.551 5.062 -1.998
H -1.501 4.065 -0.907
H -2.309 5.107 -2.086
H -3.078 2.009 -3.700
H -3.631 3.444 -2.846
H -2.970 2.061 -1.946
O -3.338 -1.480 0.447
C -2.726 -0.442 0.388
O -2.008 -0.023 -0.642
C -2.732 0.544 1.555
C -2.375 1.974 1.123
C -2.749 2.984 2.195
C -1.681 2.712 3.287
C -0.874 1.586 2.668
O -0.896 1.959 1.233
C -1.648 0.259 2.668
C -0.631 -0.875 2.493
O -0.163 -1.402 3.474
O -0.248 -1.109 1.254
H -3.728 0.505 1.994
H -2.650 2.223 0.106
H -3.767 2.823 2.546
H -2.672 4.001 1.814
H -2.098 2.408 4.246
H -1.052 3.585 3.454
H 0.156 1.513 3.001
H -2.105 0.093 3.640
O 6.347 3.618 7.905
S 6.169 3.736 6.476
O 5.024 4.519 6.060
O 7.382 3.977 5.720
C 5.693 2.050 5.988
N 6.122 1.038 6.752
C 5.758 -0.181 6.372
C 4.991 -0.431 5.250
C 4.612 0.682 4.527
N 4.945 1.911 4.886
C 3.765 0.595 3.288
C 3.225 1.759 2.754
C 2.418 1.670 1.641
N 2.128 0.512 1.031
C 2.672 -0.600 1.535
C 3.484 -0.605 2.651
H 6.093 -1.004 6.997
H 4.702 -1.439 4.985
H 3.438 2.712 3.223
H 1.960 2.557 1.222
H 2.423 -1.529 1.039
H 3.875 -1.548 3.004
*
```

Löwdin population analysis, charges in e, atoms 1 to 6: 1.5981, -0.0658, -0.1277, -0.1458, -0.1710, -0.3572